No. 1
An isolated molecule of CHCl3N2, computed with ωB97M-V with the def2-TZVPD basis set.

Calculated values
Expectation value of S²: 2.008
LUMO level (alpha / beta): 0.194 / -3.485 eV
Multiplicity: 3

Atoms and positions in Å:
1 C 0.166 -0.444 0.247
2 N 0.644 -0.572 -0.864
3 N 0.021 0.954 0.807
4 Cl 0.511 -2.142 -1.511
5 Cl 0.738 2.271 -0.132
6 Cl -1.640 1.137 0.779
7 H -0.440 -1.205 0.673

No. 2
C32H34N6O4Pd as an isolated structure, computed with ωB97M-V with the def2-TZVPD basis set.

Calculated values
LUMO level: -1.277 eV

Atoms and positions in Å:
1 Pd 0.264 -0.482 -0.052
2 O -5.809 -1.384 2.894
3 C -4.769 -1.188 3.539
4 O -4.524 -1.119 4.752
5 C -3.502 -1.042 2.641
6 C -2.256 -0.830 3.220
7 C -1.150 -0.707 2.401
8 N -1.292 -0.796 1.074
9 C -2.480 -0.976 0.487
10 C -3.616 -1.112 1.258
11 C -2.396 -0.976 -0.989
12 C -3.489 -1.164 -1.816
13 C -3.304 -1.154 -3.188
14 C -2.033 -0.959 -3.701
15 C -0.984 -0.767 -2.821
16 N -1.160 -0.772 -1.502
17 C 0.251 -0.477 2.814
18 C 0.650 -0.366 4.133
19 C 1.991 -0.163 4.415
20 C 2.899 -0.083 3.375
21 C 2.436 -0.194 2.075
22 N 1.146 -0.378 1.802
23 H -2.220 -0.768 4.300
24 H -4.610 -1.261 0.854
25 H -4.468 -1.316 -1.384
26 H -4.148 -1.299 -3.849
27 H -1.847 -0.946 -4.765
28 H 0.024 -0.591 -3.164
29 H -0.084 -0.438 4.923
30 H 2.320 -0.072 5.442
31 H 3.954 0.062 3.552
32 H 3.100 -0.155 1.226
33 C -2.657 2.516 -2.481
34 C -3.174 3.266 -1.253
35 C -3.790 2.306 -0.231
36 C -2.141 4.169 -0.604
37 C -2.376 5.540 -0.562
38 C -1.507 6.401 0.086
39 C -0.400 5.883 0.736
40 C -0.126 4.518 0.724
41 C 1.055 4.001 1.525
42 C 0.623 3.034 2.629
43 C 2.150 3.385 0.651
44 C -0.983 3.676 0.009
45 O -0.695 2.329 -0.067
46 H -3.488 2.019 -2.990
47 H -1.920 1.761 -2.209
48 H -2.187 3.200 -3.192
49 H -3.972 3.930 -1.599
50 H -3.018 1.673 0.206
51 H -4.541 1.668 -0.704
52 H -4.276 2.853 0.578
53 H -3.269 5.931 -1.037
54 H -1.704 7.465 0.106
55 H 0.264 6.544 1.281
56 H 1.482 4.878 2.020
57 H 0.236 2.112 2.198
58 H -0.160 3.474 3.248
59 H 1.474 2.796 3.273
60 H 1.778 2.497 0.141
61 H 3.009 3.097 1.263
62 H 2.494 4.095 -0.104
63 C 3.474 2.037 -3.734
64 N 3.056 1.017 -2.809
65 C 3.909 -0.051 -2.346
66 C 3.040 -0.716 -1.285
67 O 3.375 -1.652 -0.586
68 N 1.853 -0.052 -1.242
69 C 1.862 0.998 -2.144
70 N 0.851 1.787 -2.272
71 H 4.550 2.183 -3.645
72 H 2.994 2.986 -3.491
73 H 3.245 1.783 -4.772
74 H 4.835 0.319 -1.896
75 H 4.167 -0.771 -3.126
76 H -0.162 2.150 -0.888
77 H 1.004 2.498 -2.978

No. 3
C32H34As2BrCl2I2LaNO7P2 as an isolated structure, computed with ωB97M-V with the def2-TZVPD basis set.

Calculated values
LUMO level: 2.170 eV
Charge: -1

Atoms and positions in Å:
1 La 9.832 15.716 12.211
2 O 5.785 16.055 9.918
3 P 7.223 15.432 9.374
4 O 7.010 14.410 8.324
5 O 8.003 15.078 10.632
6 O 7.851 16.847 8.895
7 P 9.436 17.330 8.916
8 O 10.133 16.477 7.749
9 O 9.353 18.765 8.572
10 O 10.165 16.876 10.195
11 H 5.146 15.383 9.715
12 H 10.034 16.963 6.918
13 C 6.364 18.760 11.773
14 As 8.075 18.425 12.722
15 C 7.893 19.076 14.590
16 C 9.154 19.969 12.084
17 C 8.483 21.171 11.742
18 C 9.207 22.301 11.352
19 C 10.563 22.237 11.271
20 C 11.250 21.051 11.571
21 C 10.557 19.932 11.996
22 As 11.552 18.345 12.577
23 C 12.337 18.978 14.269
24 C 13.120 18.293 11.449
25 H 5.784 19.564 12.252
26 H 5.756 17.852 11.824
27 H 6.561 18.971 10.736
28 H 7.485 20.078 14.651
29 H 8.905 19.101 15.048
30 H 7.224 18.410 15.193
31 H 7.421 21.310 11.856
32 H 8.655 23.187 11.088
33 H 11.136 23.097 10.918
34 H 12.308 21.016 11.402
35 H 12.653 20.006 14.236
36 H 13.232 18.328 14.431
37 H 11.662 18.823 15.112
38 H 13.740 19.185 11.500
39 H 12.770 18.100 10.409
40 H 13.685 17.470 11.843
41 C 13.540 15.431 15.039
42 C 14.572 14.970 14.274
43 C 14.369 14.529 12.990
44 C 13.118 14.576 12.377
45 C 12.077 15.113 13.113
46 C 12.290 15.504 14.427
47 C 12.875 14.170 10.938
48 C 14.011 14.106 10.068
49 C 13.778 13.765 8.748
50 C 12.480 13.429 8.306
51 C 12.229 13.050 6.942
52 C 10.946 12.723 6.564
53 C 9.867 12.875 7.473
54 C 10.091 13.212 8.803
55 C 11.424 13.514 9.237
56 N 11.669 13.940 10.518
57 H 13.656 15.655 16.042
58 H 15.579 14.936 14.656
59 H 15.258 14.146 12.454
60 H 11.456 15.866 15.002
61 H 14.978 14.415 10.395
62 H 14.556 13.843 8.001
63 H 13.060 12.908 6.253
64 H 10.740 12.301 5.595
65 H 8.859 12.698 7.146
66 H 9.246 13.420 9.480
67 Cl 10.023 15.916 17.825
68 C 9.382 14.274 17.459
69 Cl 10.664 13.348 16.683
70 H 8.593 14.438 16.730
71 H 9.046 13.832 18.366
72 I 7.424 15.226 14.400
73 Br 6.910 8.314 13.752
74 C 7.292 8.813 11.945
75 C 7.495 7.768 11.100
76 C 7.923 7.992 9.785
77 C 8.122 9.290 9.356
78 C 7.921 10.355 10.219
79 C 7.439 10.145 11.504
80 I 7.157 11.784 12.733
81 H 7.506 6.748 11.507
82 H 8.106 7.149 9.109
83 H 8.507 9.492 8.379
84 H 8.035 11.371 9.834

No. 4
An isolated molecule of C9H22N2S, computed with ωB97M-V with the def2-TZVPD basis set.

Calculated values
LUMO level: 0.725 eV

Atoms and positions in Å:
1 C -3.321 -0.788 0.302
2 C -2.276 1.416 1.057
3 C -3.252 1.004 -1.369
4 C 1.998 1.626 0.304
5 C 3.092 -0.497 1.228
6 C 3.521 0.345 -1.195
7 C -0.132 -2.781 0.206
8 C -2.443 0.494 -0.168
9 C 2.565 0.256 -0.032
10 N -1.227 0.144 -0.815
11 N 1.403 -0.653 -0.448
12 S 0.011 -0.949 0.543
13 H -2.945 -1.081 1.318
14 H -4.413 -0.412 0.234
15 H -3.308 -1.603 -0.388
16 H -3.255 1.729 1.362
17 H -1.865 2.255 0.651
18 H -1.634 0.985 1.834
19 H -3.285 0.199 -1.963
20 H -4.216 1.321 -1.048
21 H -2.624 1.754 -1.937
22 H 2.682 2.494 -0.110
23 H 0.963 1.654 -0.109
24 H 2.029 1.723 1.374
25 H 4.090 -0.111 1.480
26 H 3.236 -1.579 1.113
27 H 2.485 -0.407 2.080
28 H 4.183 1.244 -1.049
29 H 4.248 -0.446 -1.138
30 H 2.938 0.433 -2.165
31 H -1.143 -2.907 0.538
32 H 0.765 -3.205 0.624
33 H -0.100 -3.022 -0.864
34 H 1.232 -0.637 -1.449

No. 5
A 2-piece molecular cluster, C4H8O2 overall, computed with ωB97M-V with the def2-TZVPD basis set.

Calculated values
LUMO level (alpha / beta): -0.321 / -0.117 eV

Atoms and positions in Å:
1 C -2.165 -0.419 -0.552
2 C -0.849 0.268 -0.532
3 O -0.068 0.081 0.469
4 C 1.172 0.575 0.555
5 C 1.970 0.096 1.643
6 O 3.100 0.485 1.890
7 H -2.951 0.231 -0.145
8 H -2.129 -1.338 0.039
9 H -2.443 -0.669 -1.581
10 H 0.708 -0.628 -1.577
11 H -0.606 1.073 -1.224
12 H 1.430 1.434 -0.056
13 H 1.355 -0.494 -1.177
14 H 1.476 -0.696 2.248

No. 6
A 2-piece molecular cluster, C3H7NO2 overall, computed with ωB97M-V with the def2-TZVPD basis set.

Calculated values
LUMO level: 0.542 eV
Structure (SMILES): CC=O.NC=O

Atoms and positions in Å:
1 O 0.701 3.097 -0.361
2 C 1.500 2.315 -0.762
3 C 1.426 1.391 -2.024
4 H 2.496 2.080 -0.339
5 H 0.728 0.588 -1.779
6 H 1.263 1.829 -3.004
7 H 2.438 0.979 -2.033
8 C -2.382 -1.904 1.497
9 N -1.111 -2.269 1.922
10 O -3.149 -1.328 2.209
11 H -2.541 -2.303 0.482
12 H -0.356 -2.143 1.275
13 H -1.013 -2.333 2.916

No. 7
C5H13NO2 as an isolated structure, computed with ωB97M-V with the def2-TZVPD basis set.

Calculated values
LUMO level: -0.507 eV

Atoms and positions in Å:
1 C 1.267 1.446 -0.101
2 C 0.764 -0.056 -0.015
3 C 1.989 -1.180 -0.395
4 C -0.426 -0.379 -0.598
5 C -1.775 0.346 -0.774
6 H 0.394 2.261 0.121
7 H 1.931 1.527 0.835
8 H 1.835 1.676 -1.132
9 H 2.862 -0.601 -0.079
10 H 1.493 -2.015 0.587
11 H 2.043 -1.353 -1.488
12 H 1.298 0.881 1.928
13 H -0.299 -1.088 -1.591
14 H -1.120 -1.120 1.088
15 H -1.696 1.521 -0.554
16 H -2.121 -0.288 -1.688
17 H -2.974 -0.691 0.754
18 H -2.268 0.671 1.176
19 N -2.743 0.252 0.395
20 O 0.599 -0.255 1.295
21 O -1.050 -1.554 0.237

| no. | maximum force (Eh/bohr) |
| --- | --- |
| 1 | 0.1104 |
| 2 | 0.0048 |
| 3 | 0.0397 |
| 4 | 0.0862 |
| 5 | 0.0067 |
| 6 | 0.0459 |
| 7 | 0.2088 |